85
Properties=species:S:1:pos:R:3:forces:R:3:lowdin_charge:R:1 method="wB97M-V/def2-TZVPD" orbital_gap_ev=7.8 charge=+1 lumo_ev=-2.721 homo_energy_ev=-10.5 e_tot_ev=-51858.018
C -1.774324 0.022120 -3.232228 -1.940 2.515 -8.431 -0.11
C -0.986304 1.302849 -3.964219 -1.366 -0.411 -3.212 -0.24
N -1.386448 1.590753 -5.245523 2.362 -0.238 5.140 0.10
C 0.198568 2.051012 -3.113051 0.583 -0.261 1.369 -0.06
C 0.322199 3.666443 -3.363075 -1.485 0.156 -1.289 -0.18
O 0.861428 4.531028 -2.293320 2.302 1.108 -1.851 -0.01
C 1.622135 5.646814 -2.943827 3.122 1.940 1.591 -0.20
O 2.611836 6.376783 -2.419218 -7.749 -5.299 -3.758 0.06
O 1.028607 5.699023 -4.321077 2.487 -1.764 2.844 0.00
C 1.084154 4.246018 -4.693545 -1.505 2.570 0.617 -0.20
O 2.532326 4.056987 -4.866757 -1.992 -3.447 -1.533 0.01
C 2.867464 2.728889 -5.401984 2.933 -5.005 3.323 -0.21
O 3.459012 1.851327 -4.547445 -3.745 5.829 -5.402 -0.03
C 2.655664 2.206662 -6.941129 -0.278 -1.027 -3.775 -0.05
C 3.716083 1.061486 -7.539200 -2.584 0.856 -2.351 0.01
C 3.542353 0.468279 -9.070642 -2.323 2.251 0.677 -0.06
C 2.354494 0.955379 -10.121575 -0.083 2.387 4.918 -0.04
C 1.308837 2.123841 -9.543791 3.360 -1.789 2.517 -0.04
C 1.483800 2.703111 -7.985825 2.095 -2.113 -1.372 -0.01
H -2.822333 -0.115662 -3.760907 2.327 0.136 0.228 0.12
H -1.964965 0.261647 -2.099623 -2.799 2.054 -8.091 -0.09
H -1.127119 -0.942075 -3.378649 -1.074 1.608 0.285 0.13
H -0.791548 2.380496 -5.578841 -0.497 -0.495 0.155 0.01
H 1.239635 1.477244 -3.226306 -2.247 1.317 -0.009 0.14
H -0.086747 1.915888 -1.961664 0.764 0.714 -2.677 0.10
H -0.812061 3.993044 -3.467691 2.311 -0.472 -0.174 0.18
H 0.373519 4.236588 -5.625808 1.891 -0.489 1.484 0.17
H 4.622138 0.652004 -6.886269 -2.337 1.114 -1.497 0.11
H 4.285395 -0.359582 -9.492443 -1.679 2.066 1.284 0.09
H 2.212612 0.524202 -11.206726 0.475 0.933 2.523 0.09
H 0.445239 2.542923 -10.215567 1.894 -0.907 1.559 0.09
H 0.712263 3.524547 -7.668309 1.712 -1.771 -0.643 0.07
C 2.278714 -3.403256 5.569727 -0.071 -0.177 0.183 -0.10
C 1.685757 -3.683545 4.197697 0.483 -0.128 0.036 -0.25
C 1.934248 -2.558705 3.194769 -0.110 -0.617 -0.222 -0.22
C 1.062141 -1.311634 3.365121 1.092 0.550 0.382 -0.27
P -0.616176 -1.360479 2.784729 0.010 -0.319 -0.916 1.00
C -0.558309 -2.004145 1.089975 -0.100 -0.570 -0.241 -0.27
C 0.381297 -1.401627 0.047650 0.301 0.260 -0.308 -0.21
C 0.023952 -0.033874 -0.540844 0.200 0.266 0.292 -0.21
C -1.406054 0.100722 -1.039673 2.804 -1.512 9.515 -0.18
C -1.274786 0.277491 2.624203 -0.159 1.191 -0.130 -0.27
C -1.456424 1.223957 3.799673 -0.104 0.493 0.591 -0.22
C -2.594944 0.923536 4.762871 -0.047 -0.024 0.302 -0.25
C -3.926281 0.584195 4.111303 -0.097 0.000 0.095 -0.10
C -1.690874 -2.534657 3.570832 -0.952 -1.151 0.237 -0.26
C -2.197063 -2.509481 5.009559 -0.532 0.478 0.448 -0.22
C -1.194742 -2.193795 6.115865 -0.147 0.062 0.474 -0.26
C -0.844398 -3.400059 6.969240 0.115 -0.118 0.282 -0.10
H 1.898416 -2.472889 5.996983 0.023 -0.020 0.068 0.06
H 2.031022 -4.219458 6.258251 0.097 0.237 -0.060 0.08
H 3.366599 -3.331074 5.515100 -0.043 0.030 -0.009 0.08
H 0.625420 -3.893944 4.288798 -0.249 -0.049 0.011 0.07
H 2.147698 -4.601515 3.812975 -0.130 0.159 -0.019 0.12
H 1.795200 -2.964567 2.188475 0.075 0.129 -0.028 0.10
H 2.988276 -2.260759 3.259068 -0.228 0.070 -0.018 0.13
H 1.546959 -0.518274 2.781413 -0.271 0.109 -0.032 0.11
H 1.106708 -0.952493 4.395563 -0.134 -0.004 0.008 0.09
H -1.581976 -2.029882 0.702521 -0.013 0.075 0.173 0.10
H -0.273738 -3.059053 1.192532 -0.102 0.073 0.136 0.10
H 0.432917 -2.109292 -0.790599 -0.036 -0.012 0.258 0.13
H 1.396774 -1.343015 0.455279 -0.066 -0.056 -0.109 0.11
H 0.698604 0.161448 -1.384697 -0.024 -0.227 0.253 0.10
H 0.241856 0.757484 0.178472 0.125 0.115 0.023 0.10
H -1.579952 -0.548764 -1.902813 1.785 -3.028 4.099 0.01
H -1.595842 1.133228 -1.350469 0.251 0.193 1.075 0.12
H -2.142068 -0.143710 -0.271154 -0.042 0.187 0.447 0.11
H -2.193892 0.239054 2.033864 0.047 -0.279 0.011 0.10
H -0.554009 0.802767 1.995274 0.107 -0.308 -0.267 0.09
H -1.636585 2.226873 3.388328 0.180 -0.238 -0.111 0.13
H -0.519618 1.290266 4.363525 -0.049 0.081 -0.044 0.12
H -2.738565 1.789432 5.420609 0.112 -0.100 -0.138 0.12
H -2.285165 0.119485 5.422541 -0.028 -0.184 0.131 0.07
H -4.338793 1.452317 3.590591 -0.018 -0.111 -0.026 0.09
H -4.644522 0.270727 4.875408 0.025 0.111 -0.159 0.09
H -3.842598 -0.238966 3.395578 -0.051 0.031 0.018 0.06
H -1.254859 -3.524645 3.402032 0.267 0.174 -0.239 0.10
H -2.597831 -2.539433 2.950088 0.202 0.075 -0.215 0.11
H -2.670407 -3.480117 5.212123 0.211 0.118 -0.163 0.13
H -3.026149 -1.802049 5.074220 0.070 0.009 -0.116 0.09
H -1.628799 -1.447019 6.791381 0.105 0.000 -0.180 0.11
H -0.290225 -1.742452 5.712341 0.086 0.014 -0.026 0.07
H -1.717533 -3.732604 7.546692 0.186 0.052 -0.188 0.09
H -0.054906 -3.142607 7.682735 -0.116 -0.148 -0.078 0.08
H -0.502389 -4.239209 6.360509 0.030 -0.027 0.045 0.07